<w>
A cluster of 2 separate species, C2H6O2Si in total. Source: OMol25; level of theory: ωB97M-V/def2-TZVPD.

Calculated values
highest occupied orbital energy: -0.378 hartree
SMILES: C[SiH]=O.C=O
HOMO-LUMO gap: 10.2 eV
multiplicity: 1

CARTESIAN COORDINATES (ANGSTROEM)
H 1.462 0.976 0.866
O 2.871 -0.105 -0.171
C 2.445 0.907 0.269
H -2.424 -1.162 0.922
H -1.234 -0.692 -2.294
O -1.342 1.659 -0.912
Si -1.321 0.108 -1.066
H 2.973 1.981 0.276
H -1.070 -2.054 0.380
C -1.509 -1.052 0.496
H -0.851 -0.566 1.233

---

<x>
A structure of composition C2H6O2Si. Source: OMol25; level of theory: ωB97M-V/def2-TZVPD.

Calculated values
highest occupied orbital energy: -0.387 hartree
HOMO-LUMO gap: 10.1 eV
multiplicity: 1

CARTESIAN COORDINATES (ANGSTROEM)
H -1.340 0.295 1.722
Si -1.221 -0.473 0.475
C 0.572 -0.603 0.065
O -2.302 -1.101 -0.301
H -1.386 2.037 0.852
C 1.603 0.008 0.608
H 2.566 -0.345 0.324
H -0.698 2.987 -0.800
H 1.523 0.656 1.481
H 0.939 -1.432 -0.620
O -1.142 2.343 -0.370

---

Computed relative energies in units of kJ/mol: <w> 0.0; <x> 174.6

---

<w>
A cluster of 2 separate species, H4O3 in total. Source: OMol25; level of theory: ωB97M-V/def2-TZVPD.

Calculated values
highest occupied orbital energy: -0.405 hartree
SMILES: OO.O
HOMO-LUMO gap: 11.7 eV
multiplicity: 1

CARTESIAN COORDINATES (ANGSTROEM)
H 1.764 -0.656 0.148
H -2.403 -0.610 0.158
O -0.599 -0.216 0.036
H -0.231 0.384 0.692
O 2.411 0.016 -0.082
O -1.955 0.206 -0.104
H 2.010 0.833 0.206

---

<x>
A cluster of 2 separate species, H4O3 in total. Source: OMol25; level of theory: ωB97M-V/def2-TZVPD.

Calculated values
highest occupied orbital energy: -0.386 hartree
SMILES: OO.O
HOMO-LUMO gap: 11.0 eV
multiplicity: 1

CARTESIAN COORDINATES (ANGSTROEM)
O 0.674 -0.241 -1.154
H -0.801 0.253 1.031
H 1.957 0.316 0.168
H -0.174 0.029 -0.740
H -1.676 -0.957 0.852
O -1.508 -0.111 0.447
O 1.527 0.712 -0.604

---

Computed relative energies in units of kJ/mol: <w> 8.0; <x> 0.0

---

<w>
A structure of composition C3H7N2. Source: OMol25; level of theory: ωB97M-V/def2-TZVPD.

Calculated values
highest occupied orbital energy: -0.577 hartree
HOMO-LUMO gap: 12.1 eV
multiplicity: 1
net charge: +1

CARTESIAN COORDINATES (ANGSTROEM)
C 1.662 -0.010 0.073
H 2.235 0.343 1.065
H 0.391 1.744 -0.980
C -0.262 -0.073 -0.094
H -1.954 0.389 1.076
H 2.448 -0.308 -0.667
H -2.225 0.777 -0.750
H 0.522 -1.991 0.463
N 0.658 0.872 -0.419
H -2.317 -0.797 -0.082
C -1.752 0.015 0.044
N 0.595 -0.962 0.272

---

<x>
The ion C3H7N2 with charge +1. Source: OMol25; level of theory: ωB97M-V/def2-TZVPD.

Calculated values
highest occupied orbital energy: -0.498 hartree
HOMO-LUMO gap: 9.5 eV
multiplicity: 1
net charge: +1

CARTESIAN COORDINATES (ANGSTROEM)
H 0.824 0.349 1.408
C -0.190 -0.057 1.083
C -0.725 1.098 0.282
H -0.464 -1.341 -0.443
H -1.632 2.885 0.195
N 0.301 -0.901 -0.016
H 1.198 -1.541 0.199
H 1.574 0.779 -0.855
C 0.626 0.206 -1.046
N -1.558 1.947 0.530
H 0.178 0.131 -1.974
H -0.750 -0.527 1.832

---

Computed relative energies in units of kJ/mol: <w> 0.0; <x> 219.6

---

<w>
A structure of composition C2H4ClN2. Source: OMol25; level of theory: ωB97M-V/def2-TZVPD.

Calculated values
highest occupied orbital energy (alpha / beta): -0.510 / -0.503 hartree
HOMO-LUMO gap (alpha / beta): 7.1 / 6.6 eV
multiplicity: 1
net charge: +1

CARTESIAN COORDINATES (ANGSTROEM)
N 0.401 -1.219 0.057
H 2.248 -0.989 0.681
Cl -2.093 0.281 -0.156
H -0.684 2.206 -0.563
C 1.593 -1.095 -0.180
H -1.392 1.931 1.082
H 1.941 -1.366 -1.209
N -0.692 -1.423 0.179
C -1.321 1.674 0.110

---

<x>
A cluster of 2 separate species, C2H4ClN2 in total. Source: OMol25; level of theory: ωB97M-V/def2-TZVPD.

Calculated values
highest occupied orbital energy (alpha / beta): -0.522 / -0.490 hartree
HOMO-LUMO gap (alpha / beta): 7.2 / 5.4 eV
multiplicity: 1
net charge: +1

CARTESIAN COORDINATES (ANGSTROEM)
Cl 2.679 -0.096 -0.049
N 1.484 2.076 0.122
H 1.450 -1.839 0.841
H -1.754 2.002 0.468
H 1.060 -1.628 -0.909
N 0.383 1.822 0.072
H -0.967 0.767 -0.685
C 1.583 -1.292 -0.066
C -0.843 1.608 -0.009

---

Computed relative energies in units of kJ/mol: <w> 7.7; <x> 0.0

---

<w>
An isolated molecule of C3H5F2N. Source: OMol25; level of theory: ωB97M-V/def2-TZVPD.

Calculated values
highest occupied orbital energy: -0.373 hartree
SMILES: FC1(F)CNC1
HOMO-LUMO gap: 11.1 eV
multiplicity: 1

CARTESIAN COORDINATES (ANGSTROEM)
C 0.097 0.585 -0.842
C -0.754 0.143 0.128
H -0.150 -0.284 -1.465
H -0.098 1.587 -1.400
F -1.347 1.265 0.722
H 0.158 -1.568 0.573
N 1.245 0.355 0.039
H 0.421 -0.694 2.108
C 0.281 -0.559 0.884
F -1.802 -0.699 -0.356
H 1.949 -0.132 -0.391

---

<x>
An isolated molecule of C3H5F2N. Source: OMol25; level of theory: ωB97M-V/def2-TZVPD.

Calculated values
highest occupied orbital energy (alpha / beta): -0.300 / -0.244 hartree
HOMO-LUMO gap (alpha / beta): 8.9 / 7.1 eV
multiplicity: 1

CARTESIAN COORDINATES (ANGSTROEM)
H 1.744 1.495 -1.153
H 0.327 -1.314 1.104
F -2.454 -0.319 -0.385
C 0.465 0.707 0.260
H -0.936 -0.081 1.549
H -0.895 -1.208 -1.277
C -0.285 -0.463 0.845
H 2.078 -0.172 -0.199
F -0.357 1.784 0.136
N 1.518 0.589 -0.626
C -1.205 -1.019 -0.254

---

Computed relative energies in units of kJ/mol: <w> 0.0; <x> 130.2

---

<w>
The ion H3O4PSi with charge -2. Source: OMol25; level of theory: ωB97M-V/def2-TZVPD.

Calculated values
highest occupied orbital energy: -0.001 hartree
SMILES: O=[P@@]([O-])(O)[SiH2][O-]
HOMO-LUMO gap: 7.3 eV
multiplicity: 1
net charge: -2

CARTESIAN COORDINATES (ANGSTROEM)
H -0.867 -2.034 -1.135
O 2.130 0.359 0.311
O 0.048 1.551 1.058
H 0.439 -0.659 -1.891
O 0.685 -0.680 2.065
Si -0.506 -0.569 -0.890
P 0.759 0.030 0.772
O -1.834 0.427 -1.171
H -0.854 1.576 0.882

---

<x>
The ion H3O4PSi with charge -2. Source: OMol25; level of theory: ωB97M-V/def2-TZVPD.

Calculated values
highest occupied orbital energy: -0.007 hartree
SMILES: O=[P@@]([O-])(O)[SiH2][O-]
HOMO-LUMO gap: 7.4 eV
multiplicity: 1
net charge: -2

CARTESIAN COORDINATES (ANGSTROEM)
P -1.061 -0.415 -0.296
O -1.856 0.173 -1.463
H -0.923 1.499 -0.007
Si 1.199 -0.099 -0.073
O -1.005 0.811 0.837
H 1.472 -0.460 1.457
H 2.219 -1.299 -0.454
O -1.836 -1.558 0.289
O 1.790 1.348 -0.291

---

Computed relative energies in units of kJ/mol: <w> 0.0; <x> 45.1